1.
# C7H15NO

A cluster of 2 separate species, C7H15NO in total in a non-equilibrium geometry (wB97M-V/def2-TZVPD, OMol25).

Each line ends with the natural charge from an NBO analysis.
Cartesian coordinates (Å):
C (1.74, -1.06, -0.26)  -0.406
C (2.72, -0.95, 0.72)  -0.399
C (3.46, 0.47, 0.36)  -0.407
C (2.58, 1.15, -0.63)  -0.434
C (1.32, 0.41, -0.49)  -0.393
C (-2.96, -0.10, 0.01)  0.617
C (-3.91, 0.68, 0.68)  -0.740
H (2.18, -1.35, -1.17)  0.198
H (0.76, -1.68, -0.02)  0.195
H (3.31, -1.82, 0.50)  0.212
H (2.29, -0.85, 1.85)  0.194
H (4.41, 0.13, 0.06)  0.209
H (3.65, 1.01, 1.25)  0.207
H (2.94, 1.17, -1.69)  0.208
H (2.48, 2.21, -0.29)  0.218
H (0.63, 0.59, -1.27)  0.210
H (0.65, 0.77, 0.44)  0.192
H (-1.07, -0.62, -0.22)  0.410
H (-1.56, -0.29, 1.66)  0.387
H (-4.75, 0.82, -0.21)  0.278
H (-3.60, 1.50, 1.43)  0.243
H (-4.41, 0.04, 1.37)  0.243
N (-1.67, -0.06, 0.42)  -0.815
O (-3.23, -0.61, -1.11)  -0.626

Output
- ΔE to the lowest compared entry with this formula, charge and spin: 86.4 kcal/mol
- Gap between HOMO and LUMO: 10.177 eV
- Electronic energy: -11036.927 eV
- LUMO energy: 0.48 eV

---

2.
# C46H56BaBrFIN5O2PS

A structure of composition C46H56BaBrFIN5O2PS (wB97M-V/def2-TZVPD, OMol25).

Each line ends with the Mulliken charge.
Cartesian coordinates (Å):
Ba (-0.88, -0.09, 0.31)  -0.240
C (-1.45, -5.50, 1.37)  -1.745
C (-1.81, -4.05, 1.07)  1.618
C (-2.78, -3.49, 2.11)  -1.429
C (-2.36, -3.90, -0.34)  0.718
C (-3.56, -4.50, -0.68)  -0.348
C (-4.11, -4.36, -1.94)  -1.430
C (-3.45, -3.59, -2.88)  -0.196
C (-2.23, -2.98, -2.59)  0.383
C (-1.53, -2.16, -3.66)  2.378
C (-1.28, -2.99, -4.92)  -1.836
C (-2.32, -0.89, -3.99)  -0.928
C (-1.68, -3.13, -1.31)  -0.256
N (-0.49, -2.46, -0.94)  2.482
C (0.67, -3.10, -1.09)  -0.179
C (0.89, -4.32, -1.77)  -0.835
C (2.16, -4.86, -1.93)  -1.101
C (3.29, -4.24, -1.42)  -0.748
C (3.11, -3.04, -0.71)  -0.663
C (1.86, -2.52, -0.56)  -0.456
F (1.73, -1.33, 0.11)  0.428
H (-1.02, -5.58, 2.37)  0.442
H (-0.73, -5.88, 0.65)  0.373
H (-2.34, -6.14, 1.33)  0.311
H (-0.89, -3.46, 1.12)  -0.587
H (-3.70, -4.09, 2.15)  0.338
H (-3.07, -2.46, 1.88)  0.182
H (-2.33, -3.50, 3.10)  0.349
H (-4.09, -5.09, 0.07)  0.298
H (-5.06, -4.83, -2.19)  0.356
H (-3.89, -3.46, -3.87)  0.297
H (-0.57, -1.86, -3.24)  -1.366
H (-2.22, -3.33, -5.37)  0.379
H (-0.67, -3.87, -4.70)  0.347
H (-0.75, -2.39, -5.67)  0.410
H (-3.31, -1.14, -4.38)  0.307
H (-1.79, -0.30, -4.75)  0.051
H (-2.45, -0.26, -3.11)  0.018
H (0.03, -4.83, -2.18)  0.641
H (2.26, -5.80, -2.47)  0.398
H (4.27, -4.67, -1.53)  0.374
H (3.95, -2.51, -0.27)  0.497
Br (5.54, 3.50, 2.95)  -0.193
C (4.08, 2.78, 1.96)  0.004
C (2.83, 2.74, 2.53)  -0.724
C (1.80, 2.21, 1.76)  -0.403
N (1.96, 1.75, 0.52)  1.107
C (3.19, 1.79, 0.01)  -0.365
C (4.29, 2.30, 0.69)  -0.764
H (2.64, 3.09, 3.54)  0.485
H (0.80, 2.14, 2.18)  0.437
H (3.29, 1.38, -0.99)  0.168
H (5.27, 2.32, 0.23)  0.448
C (2.38, -0.25, 3.72)  -0.735
N (1.95, -1.45, 4.40)  0.106
C (2.09, -1.30, 5.83)  -0.990
C (0.60, -1.86, 3.99)  -1.593
C (-0.53, -0.88, 4.23)  0.353
C (-1.13, -0.87, 5.49)  -0.346
C (-2.21, -0.04, 5.77)  -0.729
C (-2.71, 0.77, 4.76)  -0.745
C (-2.11, 0.74, 3.50)  -0.620
C (-1.00, -0.06, 3.17)  1.067
H (3.43, -0.04, 3.96)  0.418
H (1.78, 0.63, 4.00)  0.294
H (2.30, -0.38, 2.64)  -0.084
H (3.15, -1.12, 6.07)  0.343
H (1.78, -2.21, 6.34)  0.311
H (1.51, -0.46, 6.24)  0.331
H (0.40, -2.80, 4.51)  0.647
H (0.65, -2.08, 2.92)  -0.431
H (-0.77, -1.55, 6.26)  0.341
H (-2.67, -0.05, 6.75)  0.348
H (-3.57, 1.40, 4.95)  0.392
H (-2.58, 1.36, 2.73)  0.165
C (0.96, 0.90, -5.82)  -0.820
N (1.48, -0.30, -5.20)  0.475
C (1.89, -1.45, -5.86)  -0.664
C (2.27, -2.33, -4.91)  -0.496
N (2.11, -1.70, -3.70)  0.177
C (1.61, -0.45, -3.86)  -0.716
S (1.26, 0.69, -2.67)  0.084
H (1.17, 0.86, -6.89)  0.313
H (1.44, 1.77, -5.38)  0.329
H (-0.11, 0.99, -5.66)  0.257
H (1.85, -1.54, -6.93)  0.413
H (2.63, -3.34, -4.98)  0.495
H (2.27, -2.11, -2.78)  0.248
I (-8.87, -0.80, -4.25)  0.025
C (-7.18, -0.45, -3.06)  -0.045
C (-6.76, -1.43, -2.17)  -0.567
C (-5.64, -1.20, -1.39)  -0.335
C (-4.94, 0.00, -1.51)  0.214
C (-5.37, 0.96, -2.41)  -0.056
C (-6.49, 0.75, -3.19)  -0.681
C (-3.69, 0.21, -0.70)  0.487
O (-3.45, -0.61, 0.23)  -0.668
O (-2.92, 1.16, -1.02)  -0.440
H (-7.30, -2.37, -2.09)  0.390
H (-5.28, -1.94, -0.69)  0.410
H (-4.79, 1.87, -2.51)  0.426
H (-6.83, 1.50, -3.90)  0.383
C (0.17, 4.80, 0.34)  -1.447
P (-0.93, 3.39, -0.10)  1.427
C (-1.12, 3.68, -1.90)  -1.227
C (-2.53, 4.05, 0.50)  -1.401
H (-0.24, 5.75, -0.01)  0.473
H (1.16, 4.64, -0.10)  0.298
H (0.29, 4.84, 1.43)  0.350
H (-1.47, 4.70, -2.11)  0.429
H (-1.85, 2.96, -2.28)  0.095
H (-0.17, 3.50, -2.41)  0.318
H (-2.73, 5.05, 0.11)  0.418
H (-2.52, 4.09, 1.59)  0.353
H (-3.32, 3.37, 0.18)  0.201

Output
- Net charge: -1
- ΔE to the lowest compared entry with this formula, charge and spin: 0.0 kcal/mol
- Gap between HOMO and LUMO: 6.406 eV
- Electronic energy: -161840.584 eV
- LUMO energy: 2.00 eV

---

Q: Among the records above, which one has the lowest gap between HOMO and LUMO?
A: C46H56BaBrFIN5O2PS

---

Q: ΔE to the lowest compared entry with this formula, charge and spin of number 2 (C46H56BaBrFIN5O2PS)?
A: 0.0 kcal/mol

---

Q: Which value of ΔE to the lowest compared entry with this formula, charge and spin does entry 2 give?
A: 0.0 kcal/mol

---

Q: Look up the gap between HOMO and LUMO of the first one.
A: 10.177 eV